Arrangement 1

{"formula": "C4H7N2", "method": "ωB97M-V/def2-TZVPD", "species": ["H", "N", "C", "C", "C", "N", "C", "H", "H", "H", "H", "H", "H"], "positions_angstrom": [[0.030, -0.184, -1.582], [-0.974, -0.154, -1.386], [-0.652, -0.278, -0.133], [-1.744, -0.441, 0.937], [0.742, -0.546, 0.388], [1.733, 0.281, 0.324], [2.067, 1.171, -0.592], [-1.784, 0.287, 1.745], [-1.931, -1.512, 1.285], [-2.673, -0.224, 0.383], [0.858, -1.596, 0.663], [1.368, 1.428, -1.425], [2.960, 1.769, -0.606]], "nbo_charge": [0.312, -0.401, 0.169, -0.721, 0.342, -0.378, 0.174, 0.259, 0.269, 0.271, 0.256, 0.210, 0.239], "smiles": "[H]/N=C(/C)C=[N+]=C", "lumo_energy_ha": -0.289, "total_charge": 1, "gap_ev": 8.0, "molar_mass_g_mol": 83.1}



Arrangement 2

{"formula": "C4H7N2", "method": "ωB97M-V/def2-TZVPD", "species": ["C", "N", "C", "C", "C", "N", "H", "H", "H", "H", "H", "H", "H"], "positions_angstrom": [[-0.857, -0.915, 1.128], [0.063, -0.293, 0.181], [0.997, 0.757, 0.388], [-0.031, 0.955, -0.656], [0.268, 0.060, -1.809], [0.398, -1.036, -1.166], [-0.563, -1.968, 1.484], [-0.921, -0.241, 1.964], [-1.796, -1.001, 0.639], [1.054, 1.210, 1.403], [1.922, 0.590, 0.080], [-0.861, 1.695, -0.683], [0.328, 0.188, -2.952]], "nbo_charge": [-0.415, -0.092, -0.190, -0.094, 0.091, -0.130, 0.274, 0.238, 0.240, 0.278, 0.237, 0.285, 0.278], "smiles": "C[N@+]12C[C@H]1C=N2", "lumo_energy_ha": -0.160, "total_charge": 1, "gap_ev": 11.8, "molar_mass_g_mol": 83.1}



Arrangement 3

{"formula": "C4H7N2", "method": "ωB97M-V/def2-TZVPD", "species": ["C", "C", "C", "C", "N", "N", "H", "H", "H", "H", "H", "H", "H"], "positions_angstrom": [[0.198, 0.142, 0.619], [-0.148, 1.064, 1.527], [-0.683, -0.523, -0.496], [-0.228, -0.252, -1.772], [2.341, -0.176, 1.278], [1.527, -0.087, 0.410], [0.598, 1.476, 2.200], [-1.170, 1.508, 1.638], [-0.814, -1.698, -0.274], [-1.696, -0.205, -0.384], [0.794, -0.277, -2.235], [-0.986, -0.477, -2.523], [3.357, -0.258, 1.216]], "nbo_charge": [0.052, -0.274, -0.602, 0.118, -0.224, -0.071, 0.241, 0.239, 0.371, 0.293, 0.248, 0.213, 0.395], "lumo_energy_ha": [-0.246, -0.304], "total_charge": 1, "gap_ev": [7.1, 4.1], "molar_mass_g_mol": 83.1}



Arrangement 4

{"formula": "C4H7N2", "method": "ωB97M-V/def2-TZVPD", "species": ["C", "C", "C", "C", "N", "N", "H", "H", "H", "H", "H", "H", "H"], "positions_angstrom": [[0.010, 1.047, 1.748], [1.221, -0.156, 0.130], [-0.040, 0.261, -0.505], [-0.946, -0.847, -1.036], [1.185, 0.315, 1.389], [-0.647, 0.977, 0.635], [1.917, -0.840, -0.386], [0.152, 1.156, -1.246], [-1.249, -1.472, -0.138], [-0.280, -1.474, -1.609], [-1.636, -0.390, -1.627], [1.869, -0.038, 2.161], [-1.558, 1.459, 0.486]], "nbo_charge": [0.263, 0.284, -0.174, -0.585, -0.501, -0.529, 0.275, 0.307, 0.247, 0.237, 0.246, 0.479, 0.450], "lumo_energy_ha": -0.221, "total_charge": 1, "gap_ev": 8.3, "molar_mass_g_mol": 83.1}



Which structure is most stable? arrangement 4, by 0.0638 hartree over the runner-up.



Arrangement 1

{"formula": "C4H7N2", "method": "ωB97M-V/def2-TZVPD", "species": ["C", "C", "C", "C", "N", "N", "H", "H", "H", "H", "H", "H", "H"], "positions_angstrom": [[0.222, -0.888, -1.248], [-1.031, -0.415, -0.677], [-0.280, 0.577, 0.181], [0.017, 0.313, 1.570], [1.308, -1.459, -1.333], [1.367, -0.018, -0.937], [-1.689, 0.040, -1.419], [-1.567, -1.206, -0.147], [-0.207, 1.597, -0.179], [-0.768, 0.814, 2.163], [0.954, 0.781, 1.886], [0.011, -0.747, 1.823], [1.662, 0.612, -1.683]], "nbo_charge": [0.416, -0.549, 0.292, -0.727, -0.057, -0.461, 0.306, 0.290, 0.244, 0.307, 0.296, 0.258, 0.385], "lumo_energy_ha": [-0.225, -0.225], "total_charge": 1, "gap_ev": [9.1, 9.1], "molar_mass_g_mol": 83.1}



Arrangement 2

{"formula": "C4H7N2", "method": "ωB97M-V/def2-TZVPD", "species": ["N", "C", "C", "C", "C", "N", "H", "H", "H", "H", "H", "H", "H"], "positions_angstrom": [[1.741, -0.275, -0.241], [0.432, -0.079, 0.539], [-0.422, 1.182, 0.091], [-1.628, 0.679, -0.154], [-1.581, -0.817, -0.077], [-0.447, -1.175, 0.174], [2.591, -0.142, 0.325], [1.661, 0.098, -1.208], [1.901, -1.261, -0.430], [0.708, -0.153, 1.598], [-0.091, 2.231, 0.144], [-2.470, 1.181, -0.480], [-2.395, -1.470, -0.280]], "nbo_charge": [-0.697, 0.048, -0.228, -0.201, 0.143, -0.424, 0.460, 0.463, 0.453, 0.256, 0.258, 0.241, 0.229], "smiles": "[NH3+][C@H]1C=CC=N1", "lumo_energy_ha": -0.159, "total_charge": 1, "gap_ev": 10.1, "molar_mass_g_mol": 83.1}



Which structure is most stable? arrangement 2, by 0.1504 hartree over the runner-up.